The following is a quantum chemistry calculation of C44H43BFIrN10O5P as an isolated structure at a distorted geometry, from OMol25.

Summary:
Lowest unoccupied orbital energy (alpha / beta): -6.651 / -6.649 eV
Multiplicity: 2
Orbital gap (alpha / beta): 5.763 / 5.738 eV
Charge: +2
Relative energy (zero: lowest compared OMol25 entry of this formula, charge and spin): 489.3 kJ/mol

Last column: Löwdin charge in e.
CARTESIAN COORDINATES (ANGSTROEM)
Ir (-0.081, 0.056, -0.038)  1.489
N (-3.203, 0.413, 1.620)  0.214
C (-3.446, 0.173, 0.342)  -0.414
N (-4.717, 0.129, -0.047)  0.194
C (-4.961, -0.068, -1.336)  -0.425
N (-6.214, -0.142, -1.769)  0.202
N (-3.982, -0.188, -2.254)  0.190
C (-2.753, -0.117, -1.800)  -0.282
N (-2.408, 0.011, -0.519)  0.107
C (-1.693, -0.139, -2.814)  -0.205
C (-2.058, -0.073, -4.155)  0.028
C (-1.073, -0.044, -5.123)  -0.004
C (0.251, -0.096, -4.712)  -0.003
C (0.529, -0.168, -3.354)  -0.095
N (-0.419, -0.187, -2.427)  0.051
H (-3.987, 0.501, 2.243)  0.131
H (-2.259, 0.316, 1.973)  0.077
H (-6.981, -0.036, -1.128)  0.123
H (-6.382, -0.281, -2.750)  0.120
H (-3.107, -0.035, -4.393)  0.119
H (-1.329, 0.027, -6.170)  0.126
H (1.054, -0.070, -5.431)  0.122
H (1.549, -0.211, -2.996)  0.105
C (4.298, 6.300, 1.988)  -0.051
C (3.281, 5.809, 3.013)  -0.180
N (2.822, 4.465, 2.700)  -0.023
C (1.808, 4.359, 1.821)  0.047
C (1.259, 3.187, 1.404)  -0.003
C (0.121, 3.283, 0.366)  -0.622
O (-0.482, 4.341, 0.353)  0.078
O (-0.053, 2.297, -0.394)  -0.120
C (1.701, 1.948, 1.963)  -0.284
O (1.196, 0.831, 1.783)  -0.082
C (2.861, 2.075, 2.842)  -0.038
C (3.445, 0.910, 3.332)  0.086
C (4.521, 0.964, 4.173)  -0.173
F (5.017, -0.219, 4.604)  0.059
C (5.099, 2.188, 4.561)  -0.128
C (4.534, 3.344, 4.030)  0.066
C (3.411, 3.323, 3.191)  -0.106
N (6.230, 2.272, 5.382)  -0.093
C (6.905, 1.049, 5.800)  -0.131
C (8.191, 1.406, 6.554)  -0.084
N (8.671, 2.710, 6.036)  0.058
C (7.758, 3.802, 6.476)  -0.074
C (6.310, 3.283, 6.416)  -0.123
H (4.592, 7.319, 2.219)  0.083
H (3.870, 6.286, 0.989)  0.084
H (5.185, 5.672, 1.990)  0.075
H (2.410, 6.466, 3.000)  0.132
H (3.694, 5.830, 4.021)  0.114
H (1.392, 5.281, 1.438)  0.155
H (3.024, -0.043, 3.054)  0.140
H (4.997, 4.288, 4.260)  0.102
H (7.154, 0.475, 4.908)  0.138
H (6.280, 0.419, 6.447)  0.143
H (8.944, 0.630, 6.402)  0.146
H (8.011, 1.511, 7.625)  0.141
H (8.655, 2.659, 5.008)  0.195
H (9.633, 2.903, 6.332)  0.195
H (7.899, 4.659, 5.818)  0.140
H (8.015, 4.099, 7.493)  0.143
H (5.630, 4.106, 6.214)  0.126
H (6.016, 2.862, 7.386)  0.140
O (-0.131, -0.508, 3.884)  0.116
C (-0.370, -1.272, 2.975)  -0.602
O (-0.879, -0.995, 1.825)  -0.282
C (-0.142, -2.764, 3.103)  -0.123
C (-0.202, -3.416, 4.326)  0.007
C (-0.081, -4.795, 4.366)  -0.040
C (0.145, -5.508, 3.197)  -0.047
C (0.242, -4.855, 1.981)  -0.059
C (0.068, -3.476, 1.926)  -0.268
P (0.129, -2.643, 0.306)  1.159
C (-1.244, -3.323, -0.649)  -0.350
C (-2.366, -3.890, -0.054)  -0.058
C (-3.372, -4.413, -0.848)  -0.053
C (-3.271, -4.372, -2.229)  -0.050
C (-2.162, -3.788, -2.824)  -0.058
C (-1.158, -3.255, -2.041)  -0.132
C (1.637, -3.367, -0.425)  -0.341
C (1.647, -4.401, -1.355)  -0.086
C (2.855, -4.849, -1.859)  -0.057
C (4.045, -4.254, -1.474)  -0.049
C (4.039, -3.243, -0.526)  -0.049
C (2.840, -2.816, 0.013)  -0.102
H (-0.362, -2.839, 5.223)  0.126
H (-0.168, -5.314, 5.308)  0.115
H (0.233, -6.583, 3.232)  0.115
H (0.427, -5.410, 1.071)  0.115
H (-2.443, -3.935, 1.022)  0.116
H (-4.240, -4.859, -0.388)  0.114
H (-4.050, -4.798, -2.842)  0.115
H (-2.082, -3.752, -3.900)  0.115
H (-0.293, -2.798, -2.499)  0.097
H (0.729, -4.870, -1.674)  0.105
H (2.863, -5.671, -2.558)  0.113
H (4.980, -4.582, -1.903)  0.115
H (4.965, -2.785, -0.215)  0.114
H (2.817, -2.041, 0.768)  0.096
B (4.608, 0.589, -0.158)  -0.409
C (3.130, 0.314, -0.466)  -0.177
N (2.014, 0.106, -0.704)  0.036
H (4.908, 0.026, 0.851)  0.016
H (5.281, 0.207, -1.076)  0.025
H (4.773, 1.777, -0.096)  0.021

***

The following is a quantum chemistry calculation of C44H43BFIrN10O5P as an isolated structure at a distorted geometry, from OMol25.

Summary:
Lowest unoccupied orbital energy (alpha / beta): -4.953 / -6.267 eV
Multiplicity: 2
Orbital gap (alpha / beta): 7.921 / 6.753 eV
Charge: +2
Relative energy (zero: lowest compared OMol25 entry of this formula, charge and spin): 230.5 kJ/mol

Last column: Löwdin charge in e.
CARTESIAN COORDINATES (ANGSTROEM)
Ir (-0.733, 0.539, 1.999)  1.515
N (-3.088, -0.410, 4.210)  0.226
C (-2.129, 0.287, 4.795)  -0.405
N (-2.156, 0.389, 6.119)  0.197
C (-1.198, 1.102, 6.694)  -0.419
N (-1.190, 1.213, 8.019)  0.204
N (-0.202, 1.732, 6.018)  0.206
C (-0.230, 1.558, 4.730)  -0.287
N (-1.145, 0.856, 4.025)  0.013
C (0.845, 2.156, 3.922)  -0.166
C (1.787, 3.013, 4.455)  0.043
C (2.721, 3.580, 3.607)  0.007
C (2.662, 3.280, 2.258)  0.014
C (1.696, 2.407, 1.803)  -0.091
N (0.815, 1.829, 2.623)  -0.031
H (-3.815, -0.772, 4.803)  0.134
H (-3.145, -0.437, 3.195)  0.055
H (-1.918, 0.778, 8.560)  0.124
H (-0.486, 1.772, 8.468)  0.122
H (1.752, 3.228, 5.512)  0.126
H (3.467, 4.263, 3.990)  0.128
H (3.350, 3.720, 1.552)  0.128
H (1.599, 2.181, 0.753)  0.120
C (4.029, 2.106, -3.805)  -0.052
C (3.613, 0.655, -3.625)  -0.171
N (2.490, 0.510, -2.684)  -0.006
C (2.763, 0.250, -1.399)  0.062
C (1.821, 0.090, -0.413)  -0.039
C (2.338, -0.200, 0.984)  -0.626
O (3.533, -0.094, 1.191)  0.101
O (1.484, -0.557, 1.890)  -0.183
C (0.461, 0.197, -0.769)  -0.262
O (-0.517, 0.012, 0.012)  -0.175
C (0.153, 0.506, -2.145)  -0.032
C (-1.182, 0.670, -2.533)  0.120
C (-1.477, 0.991, -3.823)  -0.170
F (-2.774, 1.119, -4.159)  0.081
C (-0.480, 1.187, -4.804)  -0.118
C (0.840, 1.031, -4.405)  0.058
C (1.171, 0.675, -3.091)  -0.104
N (-0.760, 1.580, -6.130)  -0.083
C (-2.124, 1.935, -6.534)  -0.124
C (-2.098, 2.443, -7.980)  -0.073
N (-0.750, 3.043, -8.238)  0.062
C (0.296, 1.960, -8.283)  -0.066
C (-0.054, 0.915, -7.218)  -0.124
H (4.854, 2.169, -4.513)  0.088
H (4.366, 2.528, -2.859)  0.087
H (3.208, 2.721, -4.173)  0.073
H (4.434, 0.065, -3.222)  0.130
H (3.328, 0.188, -4.566)  0.119
H (3.808, 0.154, -1.129)  0.159
H (-1.980, 0.524, -1.811)  0.128
H (1.626, 1.234, -5.115)  0.103
H (-2.492, 2.723, -5.878)  0.139
H (-2.826, 1.100, -6.480)  0.139
H (-2.862, 3.199, -8.147)  0.144
H (-2.227, 1.650, -8.714)  0.140
H (-0.528, 3.676, -7.465)  0.187
H (-0.740, 3.590, -9.099)  0.190
H (1.258, 2.435, -8.102)  0.138
H (0.290, 1.537, -9.286)  0.141
H (0.864, 0.455, -6.866)  0.123
H (-0.665, 0.112, -7.645)  0.141
O (-3.261, -0.752, -0.424)  0.127
C (-2.996, -0.991, 0.725)  -0.569
O (-2.613, -0.097, 1.631)  -0.274
C (-3.121, -2.340, 1.364)  -0.174
C (-4.330, -3.014, 1.266)  0.003
C (-4.507, -4.220, 1.924)  -0.042
C (-3.465, -4.754, 2.667)  -0.046
C (-2.250, -4.088, 2.753)  -0.049
C (-2.059, -2.868, 2.111)  -0.265
P (-0.427, -2.015, 2.135)  1.139
C (0.410, -2.777, 0.708)  -0.308
C (-0.337, -3.162, -0.405)  -0.057
C (0.289, -3.749, -1.496)  -0.060
C (1.659, -3.960, -1.480)  -0.066
C (2.408, -3.575, -0.375)  -0.052
C (1.791, -2.980, 0.712)  -0.092
C (0.430, -2.640, 3.603)  -0.330
C (0.855, -3.969, 3.655)  -0.101
C (1.450, -4.467, 4.803)  -0.051
C (1.648, -3.641, 5.901)  -0.053
C (1.266, -2.309, 5.840)  -0.052
C (0.663, -1.814, 4.696)  -0.074
H (-5.127, -2.577, 0.678)  0.130
H (-5.454, -4.738, 1.862)  0.116
H (-3.592, -5.696, 3.183)  0.116
H (-1.458, -4.531, 3.339)  0.094
H (-1.406, -3.004, -0.430)  0.107
H (-0.302, -4.060, -2.347)  0.110
H (2.143, -4.437, -2.322)  0.108
H (3.476, -3.744, -0.355)  0.116
H (2.382, -2.687, 1.569)  0.118
H (0.742, -4.616, 2.794)  0.116
H (1.768, -5.500, 4.835)  0.115
H (2.115, -4.032, 6.795)  0.114
H (1.450, -1.650, 6.678)  0.111
H (0.406, -0.765, 4.637)  0.070
B (-1.011, 5.021, 1.265)  -0.392
C (-1.246, 3.484, 1.244)  -0.161
N (-1.334, 2.329, 1.286)  0.005
H (-0.556, 5.205, 2.377)  0.020
H (-0.190, 5.251, 0.405)  0.011
H (-2.060, 5.584, 1.109)  0.015

***

The following is a quantum chemistry calculation of a 3-piece molecular cluster, C44H43BrF5O9P overall at a distorted geometry, from OMol25.

Summary:
Lowest unoccupied orbital energy: -1.900 eV
Multiplicity: 1
Orbital gap: 6.723 eV

Last column: Löwdin charge in e.
CARTESIAN COORDINATES (ANGSTROEM)
C (3.801, 1.811, 4.079)  -0.107
C (2.333, 1.039, 4.202)  -0.248
O (1.944, 0.741, 5.599)  -0.217
C (1.853, -0.727, 5.748)  -0.192
C (1.212, -1.087, 7.214)  -0.154
O (-0.141, -0.562, 7.452)  -0.138
C (-0.969, -0.563, 6.237)  -0.087
C (-1.374, 0.931, 5.605)  0.104
C (-2.335, 1.042, 4.280)  -0.008
C (-2.895, -0.359, 3.558)  -0.044
C (-2.527, -1.849, 4.141)  -0.408
Br (-3.265, -3.528, 3.245)  0.649
C (-1.552, -1.929, 5.497)  -0.077
C (-1.249, -3.435, 6.067)  -0.227
C (-2.610, -3.912, 6.903)  -0.132
C (-3.858, -0.169, 2.204)  -0.208
O (-4.969, -0.891, 2.019)  -0.058
C (-3.329, 1.023, 1.158)  0.030
C (-3.330, 0.851, -0.493)  -0.072
C (-3.840, -0.589, -1.108)  -0.157
C (-2.813, -1.771, -0.617)  -0.119
C (-1.222, -1.376, -0.677)  -0.048
F (-0.464, -1.743, -1.925)  -0.078
C (-0.429, -0.723, 0.402)  -0.008
F (0.248, 0.585, 0.094)  -0.032
F (-0.275, -1.218, 1.797)  -0.017
C (-2.830, 2.058, -1.483)  -0.235
P (-2.800, 2.016, -3.397)  0.918
C (-2.041, 0.386, -4.077)  -0.308
C (-4.641, 2.046, -4.033)  -0.406
C (-4.749, 3.149, -5.284)  -0.194
C (-2.334, 3.462, -0.745)  -0.072
C (-1.850, 4.735, -1.704)  -0.093
C (-3.162, 5.381, -2.503)  -0.186
O (-3.064, 6.094, -3.640)  -0.005
F (-4.497, 5.061, -1.874)  -0.054
C (-2.301, 3.658, 0.914)  -0.039
C (-1.812, 5.069, 1.609)  -0.154
C (-3.131, 6.092, 1.550)  -0.151
C (-2.842, 7.461, 0.676)  -0.151
F (-1.692, 8.266, 1.165)  -0.140
C (-2.789, 2.428, 1.883)  0.035
C (-2.785, 2.479, 3.554)  -0.180
O (-3.141, 3.556, 4.259)  -0.028
H (3.633, 2.898, 4.527)  0.085
H (4.108, 1.968, 2.943)  0.085
H (4.645, 1.233, 4.646)  0.079
H (1.500, 1.775, 3.785)  0.130
H (2.414, 0.093, 3.512)  0.119
H (1.353, -1.277, 4.839)  0.127
H (2.981, -1.116, 5.776)  0.146
H (1.916, -0.561, 8.021)  0.153
H (1.330, -2.245, 7.409)  0.122
H (-0.994, 1.922, 6.111)  0.124
H (-1.152, -4.213, 5.175)  0.092
H (-0.287, -3.537, 6.727)  0.095
H (-2.360, -4.409, 7.934)  0.079
H (-3.199, -2.908, 7.133)  0.089
H (-3.322, -4.582, 6.248)  0.065
H (-4.060, -0.574, -2.263)  0.104
H (-4.891, -0.810, -0.588)  0.131
H (-3.046, -2.199, 0.462)  0.092
H (-2.973, -2.695, -1.356)  0.137
H (-2.192, -0.547, -3.386)  0.023
H (-2.593, 0.150, -5.101)  0.067
H (-0.897, 0.463, -4.337)  0.039
H (-5.271, 2.522, -3.153)  0.081
H (-5.015, 0.984, -4.362)  0.077
H (-4.943, 2.637, -6.325)  0.072
H (-5.694, 3.845, -5.072)  0.083
H (-3.822, 3.869, -5.323)  0.053
H (-1.265, 5.563, -1.082)  0.117
H (-1.036, 4.297, -2.460)  0.130
H (-1.534, 4.963, 2.742)  0.111
H (-0.865, 5.526, 1.071)  0.116
H (-3.512, 6.412, 2.612)  0.122
H (-4.026, 5.537, 1.022)  0.122
H (-2.732, 7.258, -0.484)  0.106
H (-3.821, 8.135, 0.787)  0.133
O (5.895, -2.928, -3.434)  0.060
C (4.811, -2.456, -3.750)  -0.363
C (3.585, -2.778, -2.993)  0.036
C (2.401, -2.264, -3.340)  0.033
C (2.268, -1.353, -4.494)  -0.367
O (1.184, -0.881, -4.810)  0.095
C (3.494, -1.031, -5.251)  0.030
C (4.678, -1.545, -4.904)  0.032
H (3.699, -3.448, -2.149)  0.125
H (1.492, -2.491, -2.796)  0.103
H (3.380, -0.361, -6.095)  0.124
H (5.587, -1.318, -5.448)  0.125
O (5.186, -5.787, -6.067)  0.095
C (6.391, -5.904, -5.894)  -0.377
C (7.162, -6.971, -6.564)  0.019
C (8.478, -7.100, -6.373)  0.020
C (9.219, -6.181, -5.486)  -0.386
O (10.424, -6.298, -5.313)  0.096
C (8.448, -5.114, -4.817)  0.032
C (7.132, -4.985, -5.008)  0.028
H (6.604, -7.637, -7.211)  0.121
H (9.058, -7.877, -6.855)  0.121
H (9.006, -4.448, -4.169)  0.125
H (6.552, -4.208, -4.525)  0.069

***

The following is a quantum chemistry calculation of C44H43BrMnN7O4S3 as an isolated structure, from OMol25.

Summary:
Lowest unoccupied orbital energy (alpha / beta): -2.787 / -2.808 eV
Multiplicity: 6
Orbital gap (alpha / beta): 7.024 / 7.226 eV
Charge: +1
Relative energy (zero: lowest compared OMol25 entry of this formula, charge and spin): 0.0 kJ/mol

Last column: Löwdin charge in e.
CARTESIAN COORDINATES (ANGSTROEM)
Mn (1.141, 0.323, -0.631)  0.702
O (0.457, -4.839, -2.161)  0.059
C (-0.834, -4.408, -2.304)  -0.269
C (-1.765, -5.144, -3.029)  -0.023
C (-3.064, -4.681, -3.163)  -0.078
C (-3.440, -3.481, -2.575)  -0.086
C (-2.501, -2.756, -1.860)  -0.042
C (-1.193, -3.197, -1.713)  -0.111
C (-0.172, -2.351, -0.981)  -0.416
O (0.150, -1.192, -1.631)  -0.280
N (-0.748, -2.024, 0.352)  0.024
N (0.068, -1.209, 1.094)  -0.005
C (0.048, -1.352, 2.360)  -0.199
C (0.752, -0.489, 3.305)  -0.595
Br (1.535, 1.059, 2.570)  0.974
C (0.807, -0.822, 4.598)  -0.102
C (1.429, -0.171, 5.757)  -0.229
C (1.613, 1.209, 5.879)  -0.068
C (2.187, 1.740, 7.022)  -0.070
C (2.591, 0.911, 8.059)  -0.076
C (2.402, -0.460, 7.955)  -0.073
C (1.816, -0.992, 6.819)  -0.039
H (0.563, -5.683, -2.613)  0.111
H (-1.469, -6.082, -3.486)  0.117
H (-3.780, -5.263, -3.728)  0.109
H (-4.453, -3.115, -2.681)  0.103
H (-2.761, -1.804, -1.418)  0.092
H (0.714, -2.975, -0.825)  0.102
H (-1.027, -2.865, 0.856)  0.135
H (-0.537, -2.155, 2.818)  0.133
H (0.328, -1.772, 4.828)  0.119
H (1.294, 1.869, 5.086)  0.048
H (2.319, 2.811, 7.105)  0.107
H (3.044, 1.331, 8.947)  0.107
H (2.706, -1.114, 8.761)  0.107
H (1.661, -2.062, 6.746)  0.114
C (3.184, -2.750, 0.016)  -0.059
C (3.872, -1.434, 0.126)  -0.615
N (3.282, -0.272, 0.031)  0.007
C (4.191, 0.760, 0.144)  -0.357
C (5.476, 0.368, 0.331)  -0.323
S (5.558, -1.333, 0.390)  1.116
C (3.715, 2.140, 0.035)  -0.380
C (4.476, 3.263, 0.069)  -0.323
S (3.486, 4.636, -0.140)  1.108
C (2.103, 3.630, -0.269)  -0.626
N (2.367, 2.360, -0.146)  -0.042
C (0.753, 4.192, -0.551)  -0.056
H (2.292, -2.747, 0.640)  0.069
H (3.835, -3.561, 0.336)  0.081
H (2.884, -2.933, -1.017)  0.093
H (6.353, 0.982, 0.440)  0.083
H (5.542, 3.348, 0.194)  0.082
H (0.649, 5.194, -0.137)  0.082
H (-0.001, 3.531, -0.133)  0.051
H (0.600, 4.252, -1.631)  0.088
C (-1.451, -1.696, -4.905)  0.017
C (-0.339, -0.743, -5.179)  -0.251
C (-0.076, -0.201, -6.408)  0.027
C (0.992, 0.705, -6.508)  -0.304
N (1.711, 1.071, -5.461)  0.107
C (1.432, 0.545, -4.259)  -0.761
S (2.284, 1.070, -2.885)  0.711
N (0.436, -0.379, -4.139)  0.125
C (1.374, 1.309, -7.822)  -0.018
H (-1.975, -1.946, -5.824)  0.094
H (-2.155, -1.245, -4.203)  0.082
H (-1.079, -2.611, -4.442)  0.086
H (-0.669, -0.472, -7.268)  0.119
H (0.263, -0.794, -3.182)  0.090
H (0.661, 1.065, -8.607)  0.078
H (2.359, 0.941, -8.110)  0.093
H (1.453, 2.390, -7.717)  0.089
C (-2.756, -0.503, 5.222)  -0.044
O (-2.680, -0.207, 3.830)  -0.105
C (-2.217, 1.028, 3.479)  -0.234
C (-1.639, 1.932, 4.352)  -0.028
C (-1.246, 3.180, 3.881)  -0.080
C (-1.448, 3.529, 2.558)  -0.076
C (-2.025, 2.624, 1.677)  -0.011
C (-2.388, 1.368, 2.128)  -0.144
N (-3.091, 0.413, 1.362)  0.156
C (-3.419, 0.329, 0.088)  0.001
C (-2.934, 0.938, -1.077)  -0.137
C (-3.811, 0.880, -2.207)  -0.047
C (-3.453, 1.375, -3.418)  -0.086
C (-2.155, 1.931, -3.570)  -0.054
C (-1.264, 1.953, -2.543)  -0.017
C (-1.589, 1.417, -1.253)  -0.360
O (-0.715, 1.336, -0.336)  -0.148
H (-3.357, 0.245, 5.742)  0.106
H (-1.760, -0.550, 5.666)  0.082
H (-3.233, -1.476, 5.297)  0.100
H (-1.498, 1.677, 5.392)  0.113
H (-0.796, 3.885, 4.566)  0.114
H (-1.170, 4.513, 2.205)  0.109
H (-2.227, 2.911, 0.657)  0.113
H (-3.550, -0.261, 1.964)  0.155
H (-4.244, -0.363, -0.063)  0.143
H (-4.796, 0.446, -2.068)  0.117
H (-4.139, 1.350, -4.253)  0.106
H (-1.863, 2.332, -4.535)  0.115
H (-0.259, 2.335, -2.675)  0.076

***

no.,total energy (Ha)
1,-3196.1809
2,-3196.2794
3,-5793.0702
4,-7306.2489